18
Properties=species:S:1:pos:R:3 method="wB97M-V/def2-TZVPD" e_homo_ha=-0.508 total_charge=+1 orbital_gap_ev=9.900 max_force_ev_per_a=5.29 smiles=CN[C@@H](I)[C@@H](N)[NH3+] relative_energy_kj_mol=203.31 lumo_energy_ev=-3.91
C -0.9255 1.9417 -0.2824
C 0.1994 -1.0887 -0.1975
C 0.8954 0.2614 -0.5934
N 0.8698 -2.1988 -0.7237
N 0.1443 -1.1236 1.3166
N 0.3460 1.3637 0.2170
I 3.0894 0.1547 0.0764
H -0.9519 2.5727 -1.1872
H -1.4985 1.0450 -0.7075
H -1.2829 2.4775 0.5581
H -0.8119 -1.1329 -0.5207
H 0.9066 0.4385 -1.6463
H 1.8307 -2.1315 -0.7467
H 0.5976 -3.1565 -0.3531
H -0.7403 -1.4813 1.6876
H 1.0905 -1.5154 1.4815
H 0.2882 -0.1356 1.6337
H 1.0566 1.9433 0.3285